C15H24I2N2O3PrRhS3 | ωB97M-V/def2-TZVPD

Structure (XYZ):
```
51
C15H24I2N2O3PrRhS3, DFT ωB97M-V/def2-TZVPD
I -1.540 2.565 -1.490
I 2.612 1.580 -3.119
Rh 1.878 -1.110 -0.743
Pr -0.621 -0.020 0.253
S 0.091 -0.542 -2.495
S 1.738 1.423 -0.652
C -1.792 -2.262 0.639
C -0.751 -1.807 -3.522
C 2.614 2.641 0.502
C 0.295 -2.312 -4.528
C -1.231 -2.933 -2.623
C -1.931 -1.081 -4.193
C 3.797 3.201 -0.325
C 3.147 1.864 1.704
C 1.616 3.753 0.873
C 1.717 -2.949 -0.972
C 3.308 -1.227 0.389
O -2.431 -3.200 0.902
O 1.710 -4.112 -0.974
O 4.224 -1.482 1.075
H 1.126 -2.804 -3.998
H 0.690 -1.491 -5.137
H -0.158 -3.055 -5.204
H -0.382 -3.454 -2.167
H -1.777 -3.624 -3.273
H -1.891 -2.586 -1.828
H -2.605 -0.679 -3.424
H -2.465 -1.821 -4.807
H -1.577 -0.257 -4.837
H 4.359 3.912 0.306
H 3.440 3.745 -1.210
H 4.485 2.411 -0.650
H 3.655 2.623 2.330
H 3.870 1.098 1.392
H 2.352 1.390 2.307
H 2.201 4.460 1.507
H 0.751 3.364 1.444
H 1.259 4.266 -0.040
C -3.328 1.787 3.432
N -2.941 0.398 3.544
C -3.724 -0.639 4.030
C -2.952 -1.763 3.967
N -1.716 -1.400 3.443
C -1.699 -0.048 3.198
S -0.303 0.895 2.820
H -2.650 2.434 3.972
H -3.345 2.121 2.402
H -4.318 1.935 3.841
H -4.726 -0.465 4.379
H -3.172 -2.752 4.261
H -0.907 -1.991 3.301
```

Calculated values
Total charge: +4
LUMO (alpha / beta) (eV): -13.8 / -17.0
Multiplicity: 7
Highest occupied orbital energy (alpha / beta) (Eh): -0.7133 / -0.7596
HOMO-LUMO gap (alpha / beta) (eV): 5.62 / 3.71



C15H24LuN4O5 | ωB97M-V/def2-TZVPD

Structure (XYZ):
```
49
C15H24LuN4O5, DFT ωB97M-V/def2-TZVPD
O 0.860 -2.489 -2.822
H 0.235 -3.068 -3.341
Lu 0.011 -0.288 -0.385
N 0.916 1.761 -0.740
N -1.402 1.366 0.455
O 2.235 2.079 -1.216
O -2.722 1.347 1.037
C 0.258 2.859 -0.318
C -1.016 2.643 0.316
C 0.803 4.231 -0.532
C -1.957 3.745 0.675
H 1.647 4.174 -1.220
H 1.173 4.716 0.386
H 0.044 4.901 -0.963
H -2.746 3.404 1.347
H -2.456 4.135 -0.228
H -1.467 4.610 1.136
H 2.518 1.309 -1.753
H -3.024 0.428 1.086
O 0.863 0.334 2.039
H 1.743 0.605 2.342
H 0.207 0.975 2.405
C -1.319 -0.395 -2.241
H -0.870 -1.023 -3.014
H -1.442 0.622 -2.637
H -2.310 -0.813 -2.030
O 2.683 -0.396 -3.188
H 2.639 -1.368 -3.409
H 1.918 -0.058 -3.662
C 3.781 -2.681 -1.060
C 3.298 -3.980 -0.965
C 2.010 -4.193 -0.509
C 1.235 -3.118 -0.063
N 1.720 -1.858 -0.194
C 2.953 -1.635 -0.676
C -0.099 -3.257 0.565
C -0.653 -4.505 0.890
C -1.767 -4.593 1.710
C -2.343 -3.410 2.148
C -1.823 -2.194 1.727
N -0.738 -2.105 0.926
H 4.759 -2.453 -1.449
H 3.898 -4.815 -1.301
H 1.535 -5.159 -0.516
H 3.261 -0.597 -0.763
H -0.162 -5.383 0.505
H -2.166 -5.561 2.003
H -3.185 -3.424 2.821
H -2.257 -1.258 2.065
```

Calculated values
Total charge: +1
LUMO (eV): -4.9
Highest occupied orbital energy (Eh): -0.3347
HOMO-LUMO gap (eV): 4.21



C15H24N4O5Sr | ωB97M-V/def2-TZVPD

Structure (XYZ):
```
49
C15H24N4O5Sr, DFT ωB97M-V/def2-TZVPD
O -0.459 3.513 0.918
H 0.080 4.319 1.151
Sr -0.064 0.731 0.199
N -1.047 -0.187 -1.949
N 1.296 -1.303 -1.063
O -2.250 0.291 -2.505
O 2.570 -1.857 -0.866
C -0.445 -1.094 -2.714
C 0.821 -1.683 -2.247
C -1.030 -1.480 -4.021
C 1.638 -2.569 -3.108
H -1.821 -0.778 -4.276
H -1.485 -2.476 -3.963
H -0.267 -1.476 -4.803
H 2.404 -3.044 -2.506
H 2.162 -1.955 -3.846
H 1.057 -3.331 -3.629
H -2.566 1.033 -1.942
H 2.932 -1.485 -0.042
O -1.067 -1.979 0.571
H -1.927 -2.448 0.635
H -0.422 -2.659 0.310
C 1.736 2.320 -0.907
H 1.618 3.438 -0.911
H 1.761 1.929 -1.944
H 2.740 2.042 -0.519
O -2.418 3.248 -1.046
H -2.274 3.925 -0.341
H -1.663 3.417 -1.639
C -3.500 2.729 2.385
C -3.030 2.949 3.688
C -1.834 2.376 4.151
C -1.195 1.465 3.286
N -1.703 1.219 2.060
C -2.765 1.870 1.571
C 0.079 0.787 3.652
C 0.597 0.886 4.964
C 1.742 0.137 5.269
C 2.357 -0.624 4.263
C 1.831 -0.605 2.962
N 0.714 0.089 2.675
H -4.363 3.229 1.947
H -3.555 3.650 4.325
H -1.327 2.647 5.083
H -3.040 1.712 0.521
H 0.098 1.541 5.685
H 2.151 0.144 6.281
H 3.234 -1.242 4.465
H 2.304 -1.185 2.150
```

Calculated values
LUMO (alpha / beta) (eV): -0.6 / -0.6
Highest occupied orbital energy (alpha / beta) (Eh): -0.1836 / -0.1837
HOMO-LUMO gap (alpha / beta) (eV): 4.41 / 4.42



C15H24NO8PS5Ti | ωB97M-V/def2-TZVPD

Structure (XYZ):
```
55
C15H24NO8PS5Ti, DFT ωB97M-V/def2-TZVPD
Ti 7.954 12.468 10.085
O 5.474 14.393 8.399
C 5.220 15.258 9.516
C 6.459 15.439 10.380
N 6.912 14.238 11.150
C 5.754 13.496 11.676
C 5.147 12.550 10.705
O 3.958 12.281 10.760
O 5.975 12.031 9.857
C 7.886 14.645 12.143
C 9.318 14.569 11.552
O 10.256 15.187 12.058
O 9.378 13.743 10.557
H 5.439 13.463 8.680
H 4.895 16.266 9.226
H 4.443 14.820 10.096
H 7.350 15.763 9.812
H 6.239 16.103 11.229
H 6.169 12.822 12.461
H 5.002 14.255 12.165
H 7.649 15.656 12.463
H 7.838 13.931 12.939
S 11.560 6.498 11.996
C 10.629 7.798 11.686
S 9.727 8.751 12.769
C 9.039 9.913 11.626
C 9.431 9.730 10.338
S 8.854 10.561 9.002
S 10.625 8.450 10.062
S 7.863 11.094 12.120
C 11.992 12.479 6.867
C 11.282 13.238 7.948
O 10.307 14.091 7.426
P 8.701 13.939 7.755
O 8.305 15.526 7.652
C 8.334 16.232 6.426
C 8.354 17.700 6.762
O 8.206 13.331 6.307
C 7.115 12.441 6.344
C 7.698 11.126 5.840
H 12.747 11.835 7.225
H 12.415 13.165 6.178
H 11.346 11.876 6.435
H 11.974 13.728 8.677
H 10.763 12.536 8.686
H 7.514 15.817 5.773
H 9.246 15.901 5.935
H 7.596 18.026 7.460
H 8.368 18.307 5.837
H 9.366 17.949 7.178
H 6.350 12.645 5.621
H 6.775 12.296 7.383
H 7.930 11.207 4.784
H 7.050 10.317 6.030
H 8.568 11.012 6.488
```

Calculated values
Total charge: -1
LUMO (alpha / beta) (eV): 2.4 / 2.4
Multiplicity: 2
Highest occupied orbital energy (alpha / beta) (Eh): -0.1627 / -0.1636
HOMO-LUMO gap (alpha / beta) (eV): 6.85 / 6.88



C15H24O2 | ωB97M-V/def2-TZVPD

Structure (XYZ):
```
41
C15H24O2, DFT ωB97M-V/def2-TZVPD
O -2.886 3.250 -2.642
O -0.540 1.441 3.080
C 1.556 -0.202 3.291
C 2.281 -0.676 2.226
C -1.144 1.771 -3.216
C -0.355 1.532 -2.071
C -1.582 0.834 -4.303
C -1.572 3.218 -3.363
C -0.697 0.344 4.030
C 0.049 0.105 -1.666
C 0.201 -0.763 3.525
C -0.475 -1.351 2.309
C 1.283 -2.531 -0.961
C 0.791 -0.017 -0.329
C 1.886 -1.800 1.384
C 0.418 -2.206 1.335
C 1.058 -1.508 0.132
H -2.779 3.291 -1.666
H 0.375 1.580 2.840
H 1.863 0.603 3.965
H 3.287 -0.297 1.995
H -0.204 2.379 -1.413
H -1.540 1.085 -5.397
H -0.925 -0.021 -4.105
H -2.550 0.553 -4.124
H -0.857 4.024 -2.974
H -1.695 3.491 -4.370
H -0.437 0.595 5.042
H -1.715 -0.041 4.154
H 0.712 -0.298 -2.507
H -0.855 -0.481 -1.641
H 0.266 -1.675 4.273
H -1.036 -0.672 1.757
H -1.161 -2.138 2.605
H 0.407 -3.220 -1.133
H 1.642 -2.037 -1.927
H 2.103 -3.183 -0.674
H 1.822 0.268 -0.470
H 0.383 0.509 0.466
H 2.547 -2.562 1.358
H 0.074 -3.194 1.188
```

Calculated values
LUMO (eV): 0.8
Highest occupied orbital energy (Eh): -0.3177
HOMO-LUMO gap (eV): 9.42



It is found that the largest force on an atom values, taken in the order of the records, are 7.58; 4.09; 3.28; 4.93; 4.07 eV Å⁻¹.
It is found that the energy relative to the best compared isomer or geometry (same formula, charge and spin) values, taken in the order of the records, are 0.0; 44.6; 299.2; 70.1; 454.0 kJ/mol.